116
Properties=species:S:1:pos:R:3 method="wB97M-V/def2-TZVPD" relative_energy_kcal_mol=0.0 e_tot_ha=-6851.3749 charge=-1 gap_ev=7.967 mol_weight_g_mol=1209.84
Hg 0.78 -0.70 -0.39
O -0.45 -4.56 -0.17
Cl -1.09 -3.73 -1.15
O -1.89 -4.53 -2.04
O -1.92 -2.76 -0.47
O -0.08 -3.02 -1.92
O -1.49 0.41 -0.62
P -2.87 0.66 -1.15
C -3.30 -0.26 -2.63
C -2.37 -1.13 -3.19
C -2.70 -1.86 -4.32
C -3.95 -1.71 -4.90
C -4.88 -0.83 -4.35
C -4.56 -0.11 -3.21
C -4.10 0.24 0.11
C -4.42 1.15 1.12
C -5.21 0.76 2.18
C -5.68 -0.55 2.25
C -5.36 -1.46 1.26
C -4.57 -1.07 0.18
C -3.10 2.41 -1.53
C -4.33 3.05 -1.50
C -4.43 4.39 -1.84
C -3.29 5.10 -2.21
C -2.06 4.46 -2.24
C -1.95 3.12 -1.90
H -1.40 -1.26 -2.72
H -1.97 -2.54 -4.74
H -4.21 -2.28 -5.78
H -5.86 -0.72 -4.80
H -5.28 0.57 -2.78
H -4.04 2.16 1.06
H -5.46 1.47 2.96
H -6.30 -0.86 3.09
H -5.71 -2.48 1.32
H -4.28 -1.79 -0.57
H -5.22 2.51 -1.20
H -5.39 4.89 -1.81
H -3.36 6.14 -2.47
H -1.17 5.00 -2.53
H -0.99 2.61 -1.95
C 4.23 0.64 1.56
Si 2.94 0.03 2.78
C 1.89 1.46 3.44
C 3.86 -0.62 4.29
Ge 1.57 -1.66 1.77
Si -0.33 -2.00 3.17
C -1.57 -0.63 2.82
C 0.22 -1.86 4.97
C -1.19 -3.64 2.93
Si 2.96 -3.50 1.10
C 2.32 -5.17 1.66
C 4.69 -3.32 1.82
C 3.09 -3.45 -0.77
H 4.72 1.55 1.92
H 3.79 0.87 0.59
H 5.00 -0.12 1.41
H 2.46 2.39 3.44
H 1.58 1.24 4.46
H 0.99 1.61 2.84
H 4.41 0.21 4.75
H 4.57 -1.40 4.05
H 3.16 -1.00 5.04
H -1.16 0.35 3.04
H -2.48 -0.77 3.42
H -1.86 -0.66 1.76
H 0.64 -0.88 5.19
H 0.98 -2.61 5.21
H -0.63 -2.03 5.64
H -1.62 -3.71 1.93
H -1.99 -3.73 3.67
H -0.52 -4.49 3.05
H 2.19 -5.21 2.74
H 3.05 -5.94 1.38
H 1.37 -5.40 1.19
H 4.68 -3.31 2.91
H 5.19 -2.41 1.48
H 5.30 -4.17 1.50
H 2.10 -3.59 -1.21
H 3.75 -4.25 -1.14
H 3.49 -2.50 -1.12
N -0.78 2.50 1.23
C 0.33 3.23 1.00
S 1.43 2.80 -0.17
N 0.44 4.32 1.83
C 1.55 5.19 1.99
C 1.88 5.56 3.29
C 2.92 6.45 3.52
C 3.65 6.95 2.45
C 3.31 6.58 1.16
C 2.26 5.71 0.92
H -0.95 1.68 0.65
H -1.40 2.70 1.99
H -0.22 4.36 2.59
H 1.33 5.14 4.12
H 3.18 6.72 4.54
H 4.47 7.64 2.63
H 3.87 6.98 0.32
H 1.99 5.43 -0.09
F 4.96 -2.35 -3.68
C 3.73 -2.39 -4.22
C 2.98 -1.29 -4.31
N 1.73 -1.30 -4.89
C 0.93 -0.08 -4.85
C 0.72 0.47 -3.42
O 0.20 1.57 -3.33
O 1.08 -0.35 -2.51
C 1.17 -2.46 -5.35
O 0.07 -2.53 -5.86
N 1.97 -3.58 -5.21
C 3.25 -3.68 -4.68
O 3.84 -4.74 -4.63
H 3.32 -0.35 -3.92
H -0.06 -0.34 -5.23
H 1.35 0.69 -5.49
H 1.54 -4.45 -5.52

105
Properties=species:S:1:pos:R:3 method="wB97M-V/def2-TZVPD" relative_energy_kcal_mol=22.8 e_tot_ha=-4748.2317 charge=-1 gap_ev=6.664 mol_weight_g_mol=856.45
Sr -0.70 0.77 1.66
C -3.86 1.60 0.80
N -3.29 0.51 1.60
C -3.99 0.46 2.89
C -3.42 -0.78 0.92
C -2.51 -0.91 -0.29
N -1.09 -0.89 0.05
C -0.64 -2.17 0.63
C 0.86 -2.33 0.73
C 1.42 -3.49 0.23
C 2.79 -3.72 0.25
C 3.59 -2.70 0.76
C 3.08 -1.51 1.26
C 1.67 -1.30 1.28
O 1.12 -0.21 1.73
C 4.01 -0.40 1.78
C 5.49 -0.79 1.69
C 3.70 -0.11 3.26
C 3.81 0.86 0.93
C 3.36 -5.02 -0.31
C 2.96 -5.17 -1.79
C 2.79 -6.21 0.48
C 4.88 -5.08 -0.23
C -0.26 -0.56 -1.13
C -0.72 0.62 -1.95
C -0.84 0.45 -3.31
C -1.24 1.48 -4.16
C -1.52 2.69 -3.56
C -1.40 2.93 -2.19
C -0.97 1.88 -1.33
O -0.85 1.98 -0.03
C -1.74 4.37 -1.74
C -0.87 5.37 -2.52
C -1.51 4.67 -0.25
C -3.22 4.65 -2.04
C -1.37 1.22 -5.66
C -2.36 0.07 -5.92
C 0.01 0.84 -6.23
C -1.87 2.46 -6.41
H -4.93 1.42 0.59
H -3.33 1.71 -0.13
H -3.77 2.53 1.36
H -5.07 0.28 2.76
H -3.85 1.41 3.41
H -3.56 -0.33 3.51
H -4.46 -0.94 0.59
H -3.18 -1.56 1.65
H -2.70 -0.08 -0.97
H -2.77 -1.84 -0.83
H -1.02 -3.00 0.01
H -1.09 -2.28 1.62
H 0.76 -4.25 -0.18
H 4.66 -2.83 0.78
H 5.70 -1.67 2.30
H 6.09 0.03 2.07
H 5.79 -0.99 0.66
H 3.85 -1.01 3.86
H 2.66 0.21 3.38
H 4.36 0.68 3.64
H 3.99 0.64 -0.12
H 4.52 1.64 1.24
H 2.80 1.25 1.04
H 1.88 -5.15 -1.92
H 3.34 -6.11 -2.20
H 3.38 -4.34 -2.37
H 1.71 -6.26 0.41
H 3.05 -6.10 1.54
H 3.21 -7.15 0.12
H 5.34 -4.26 -0.78
H 5.24 -6.02 -0.65
H 5.22 -5.02 0.81
H -0.21 -1.44 -1.80
H 0.75 -0.37 -0.77
H -0.60 -0.53 -3.72
H -1.85 3.51 -4.18
H 0.18 5.20 -2.29
H -1.12 6.40 -2.23
H -1.00 5.28 -3.59
H -0.49 4.45 0.04
H -2.17 4.07 0.38
H -1.72 5.72 -0.06
H -3.44 4.58 -3.11
H -3.49 5.65 -1.70
H -3.86 3.93 -1.52
H -2.01 -0.85 -5.45
H -2.47 -0.11 -6.99
H -3.33 0.32 -5.50
H 0.40 -0.05 -5.75
H 0.72 1.66 -6.07
H -0.06 0.65 -7.31
H -2.85 2.78 -6.04
H -1.97 2.24 -7.47
H -1.17 3.29 -6.30
F -1.04 1.88 9.30
C -0.99 1.23 8.12
C -0.81 -0.14 8.08
F -0.67 -0.83 9.22
C -0.77 -0.79 6.86
F -0.59 -2.12 6.88
C -0.91 -0.13 5.64
Se -0.89 -1.05 4.02
C -1.08 1.25 5.73
F -1.22 1.98 4.61
C -1.12 1.92 6.94
F -1.30 3.25 6.97

105
Properties=species:S:1:pos:R:3 method="wB97M-V/def2-TZVPD" relative_energy_kcal_mol=0.0 e_tot_ha=-5894.3500 charge=0 gap_ev=5.846 mol_weight_g_mol=938.20
Ti -0.50 -0.73 0.31
O -1.67 0.91 1.19
C -3.00 0.78 0.69
C -3.40 -0.67 0.71
C -4.69 -1.11 0.91
C -4.93 -2.47 1.01
C -3.88 -3.35 0.94
C -2.61 -2.85 0.74
N -2.39 -1.54 0.60
H -1.57 0.89 2.21
H -2.96 1.15 -0.33
H -3.71 1.39 1.25
H -5.49 -0.38 1.00
H -5.94 -2.83 1.16
H -4.02 -4.42 1.05
H -1.74 -3.50 0.71
I 0.13 -1.45 2.95
C -0.79 1.85 3.34
C -1.18 1.63 4.66
C -0.84 2.44 5.78
C -0.12 3.58 5.61
C 0.32 3.93 4.31
C 1.00 5.16 4.10
C 1.39 5.55 2.85
C 1.16 4.69 1.75
C 0.56 3.47 1.93
P 0.42 2.34 0.48
C -0.90 3.19 -0.50
C -1.82 4.03 0.15
C -2.84 4.66 -0.56
C -2.96 4.48 -1.94
C -2.07 3.63 -2.59
C -1.07 2.98 -1.87
C 1.98 2.80 -0.43
C 3.15 2.50 0.27
C 4.40 2.74 -0.26
C 4.52 3.29 -1.54
C 3.37 3.61 -2.24
C 2.11 3.37 -1.69
C 0.04 3.05 3.21
H -1.78 0.75 4.89
H -1.18 2.16 6.78
H 0.12 4.23 6.45
H 1.20 5.81 4.95
H 1.88 6.50 2.70
H 1.51 5.00 0.77
H -1.74 4.18 1.22
H -3.53 5.31 -0.04
H -3.73 5.00 -2.49
H -2.16 3.47 -3.66
H -0.42 2.29 -2.39
H 3.08 2.10 1.29
H 5.29 2.50 0.31
H 5.50 3.48 -1.97
H 3.45 4.06 -3.23
H 1.24 3.66 -2.26
C 4.02 -0.85 -1.23
C 2.59 -0.39 -1.39
O 1.87 -0.41 -0.13
H 4.52 -0.79 -2.21
H 4.08 -1.87 -0.87
H 4.56 -0.19 -0.55
H 2.04 -1.06 -2.05
H 2.54 0.61 -1.81
H 2.41 0.00 0.56
C 0.62 -6.28 1.87
C 0.82 -5.61 0.54
O 0.25 -4.28 0.59
P 1.01 -2.99 0.01
O 1.46 -3.50 -1.47
C 0.62 -3.43 -2.63
C 1.51 -3.48 -3.84
O 2.49 -3.11 0.58
C 2.93 -3.35 1.94
C 3.75 -2.18 2.41
H 0.98 -7.32 1.82
H -0.44 -6.30 2.13
H 1.15 -5.77 2.66
H 0.31 -6.15 -0.26
H 1.87 -5.54 0.27
H 0.03 -2.52 -2.60
H -0.07 -4.28 -2.61
H 2.24 -2.67 -3.82
H 0.91 -3.37 -4.75
H 2.05 -4.42 -3.90
H 3.52 -4.26 1.90
H 2.07 -3.52 2.58
H 4.56 -1.97 1.71
H 4.19 -2.41 3.39
H 3.13 -1.29 2.53
C -3.74 0.30 -2.70
Ge -2.17 -0.85 -2.77
C -1.56 -0.84 -4.61
C -2.92 -2.64 -2.48
C -0.71 -0.41 -1.55
H -4.30 0.13 -3.62
H -3.49 1.36 -2.63
H -4.39 0.04 -1.86
H -2.41 -1.10 -5.26
H -0.77 -1.58 -4.77
H -1.18 0.14 -4.91
H -3.22 -3.04 -3.45
H -3.81 -2.58 -1.85
H -2.22 -3.33 -2.02
H 0.12 0.02 -2.12